Version P
The following is a quantum chemistry calculation of an isolated molecule of C5H12N2O, from the OMol25 dataset.

```
20
C5H12N2O wB97M-V/def2-TZVPD
C 0.67 -0.78 -1.17
C -1.07 -1.68 0.36
C -1.45 1.19 0.83
C 2.08 1.15 -0.15
N -0.64 -0.66 -0.57
N -1.19 0.66 -0.50
C 1.60 -0.27 0.01
O 2.04 -1.02 0.86
H -2.04 0.67 -1.06
H 0.84 -1.84 -1.39
H 0.73 -0.10 -2.01
H -2.10 -1.48 0.69
H -0.45 -1.76 1.26
H -1.07 -2.63 -0.17
H -1.52 2.28 0.75
H -0.62 0.94 1.49
H -2.37 0.81 1.30
H 1.25 1.83 0.07
H 2.91 1.35 0.54
H 2.41 1.32 -1.15
```

Output
**Orbital gap**: 8.77 eV
**LUMO energy**: 0.9575 eV
**2S+1**: 1

natural (NBO) atomic charge list, values in e, 2 entries: -0.303, -0.431



Version Q
The following is a quantum chemistry calculation of a structure of composition C5H12N2O, from the OMol25 dataset.

```
20
C5H12N2O wB97M-V/def2-TZVPD
C 2.16 0.44 -0.57
C 2.21 -0.54 -1.53
N 2.21 0.27 0.77
C -1.04 -0.99 0.10
O -0.25 -1.65 -0.76
H 1.83 1.43 -0.87
H 1.02 0.15 1.21
H 2.62 -0.63 1.01
H -1.84 -1.62 0.48
H 0.62 -1.12 -1.07
H 2.70 -1.48 -1.31
H 2.22 -0.25 -2.57
C -2.58 1.07 0.49
C -1.24 0.47 0.13
N -0.40 -0.10 1.20
H -0.83 -0.16 2.12
H -0.65 1.06 -0.56
H -3.16 1.24 -0.41
H -3.15 0.39 1.14
H -2.45 2.02 1.01
```

Output
**Orbital gap**: 8.91 eV
**LUMO energy**: 0.8853 eV
**2S+1**: 1

natural (NBO) atomic charge list, values in e, 2 entries: 0.107, -0.678



version P has the most favorable energy; the next structure is 74.3 kJ/mol above.



Version P
The following is a quantum chemistry calculation of an isolated molecule of C4H7FN2, from the OMol25 dataset.

```
14
C4H7FN2 wB97M-V/def2-TZVPD
C -1.76 -0.90 0.10
C -0.65 0.08 -0.01
C -0.84 1.40 0.00
C 1.80 0.05 -0.03
H -1.91 -1.56 0.99
H -1.60 -1.49 -0.78
H -1.81 1.87 0.14
H 0.02 2.13 -0.32
H 0.63 -1.65 -0.21
H 1.80 1.17 0.19
H 3.68 0.29 0.16
N 0.61 -0.61 -0.20
N 2.98 -0.50 0.05
F -2.96 -0.27 -0.06
```

Output
**Orbital gap**: 9.76 eV
**LUMO energy**: 0.9051 eV
**2S+1**: 1

natural (NBO) atomic charge list, values in e, 2 entries: 0.018, 0.132



Version Q
The following is a quantum chemistry calculation of an isolated molecule of C4H7FN2, from the OMol25 dataset.

```
14
C4H7FN2 wB97M-V/def2-TZVPD
C 0.41 0.03 -0.18
C -0.92 -0.61 0.00
C 0.57 1.35 0.30
C -0.31 2.23 0.93
H -0.04 -2.10 -0.93
H 1.60 -2.43 -1.61
H -0.86 -1.54 0.68
H -1.66 -0.02 0.50
H 1.64 1.63 0.16
H 0.04 3.07 1.75
H -1.42 2.05 1.19
N 1.10 -1.93 -0.84
N 1.40 -0.61 -0.80
F -1.55 -1.11 -1.16
```

Output
**Orbital gap**: 8.35 eV
**LUMO energy**: 0.0361 eV
**2S+1**: 1

natural (NBO) atomic charge list, values in e, 2 entries: 0.036, -0.032



version P has the most favorable energy; the next structure is 194.5 kJ/mol above.



Version P
The following is a quantum chemistry calculation of an isolated molecule of C2H4N2S2, from the OMol25 dataset.

```
10
C2H4N2S2 wB97M-V/def2-TZVPD
C -1.68 -0.89 -0.09
C 1.35 0.62 -0.08
H -0.48 -1.88 -1.18
H -2.69 -0.57 0.09
H -1.14 0.52 1.30
H 2.40 0.61 -0.32
N -1.47 -1.72 -1.05
N -0.83 -0.41 0.95
S 0.84 -0.60 0.98
S 0.41 1.71 -0.86
```

Output
**Orbital gap**: 8.62 eV
**LUMO energy**: -0.5215 eV
**2S+1**: 1

natural (NBO) atomic charge list, values in e, 2 entries: 0.284, -0.553



Version Q
The following is a quantum chemistry calculation of a cluster of 2 separate species, C2H4N2S2 in total, from the OMol25 dataset.

```
10
C2H4N2S2 wB97M-V/def2-TZVPD
C -0.57 1.88 1.65
C 0.75 -0.56 -1.71
N -0.20 1.58 0.65
N 0.57 -0.58 -0.29
S -0.27 -1.99 0.31
S 2.27 -0.74 -0.83
H -0.90 2.24 2.71
H -0.41 -1.30 1.38
H 0.43 -1.52 -2.32
H 0.62 0.49 -2.17
```

Output
**Orbital gap**: 9.09 eV
**LUMO energy**: 0.6106 eV
**2S+1**: 1

natural (NBO) atomic charge list, values in e, 2 entries: 0.055, -0.366



version P has the most favorable energy; the next structure is 251.7 kJ/mol above.



Version P
The following is a quantum chemistry calculation of a cluster of 2 separate species, C2H4N2S2 in total, from the OMol25 dataset.

```
10
C2H4N2S2 wB97M-V/def2-TZVPD
C -2.48 -1.39 0.75
C 1.62 -0.75 -0.22
N -2.13 -0.97 -0.23
N 0.44 -0.34 -0.23
S 1.12 2.64 -0.68
S -0.30 1.05 -0.66
H -3.13 -1.70 1.57
H 1.70 -1.84 0.04
H 2.48 -0.04 -0.69
H 0.68 3.35 0.35
```

Output
**Orbital gap**: 9.19 eV
**LUMO energy**: 0.6281 eV
**2S+1**: 1

natural (NBO) atomic charge list, values in e, 2 entries: 0.079, -0.079



Version Q
The following is a quantum chemistry calculation of an isolated molecule of C2H4N2S2, from the OMol25 dataset.

```
10
C2H4N2S2 wB97M-V/def2-TZVPD
C -0.63 0.15 0.28
C -0.52 -1.27 -0.01
H 1.48 2.68 -0.45
H -0.27 2.62 0.16
H -1.57 0.68 0.39
H 0.80 -3.30 0.12
N 0.72 1.93 -0.14
N 0.66 0.57 -0.18
S 1.12 -1.94 0.18
S -1.81 -2.11 -0.35
```

Output
**Orbital gap**: 7.78 eV
**LUMO energy**: -0.5087 eV
**2S+1**: 1

natural (NBO) atomic charge list, values in e, 2 entries: -0.129, -0.335



Version R
The following is a quantum chemistry calculation of an isolated molecule of C2H4N2S2, from the OMol25 dataset.

```
10
C2H4N2S2 wB97M-V/def2-TZVPD
C 1.25 -0.15 -0.21
C -0.18 -0.76 -0.10
H 0.24 1.64 -0.11
H 1.98 1.75 0.02
H -0.19 -1.86 0.28
H -2.91 -0.14 0.98
N 1.13 1.18 -0.14
N -1.19 -0.06 -0.33
S 2.65 -0.99 -0.17
S -2.77 -0.61 -0.21
```

Output
**Orbital gap**: 8.37 eV
**LUMO energy**: -0.4955 eV
**2S+1**: 1

natural (NBO) atomic charge list, values in e, 2 entries: 0.031, 0.113



version R has the most favorable energy; the next structure is 130.0 kJ/mol above.